DFT (wB97M-V/def2-TZVPD) results for 14 unconnected molecules or ions with the total composition C84H148N26O22P6 at a distorted geometry.

Bonds (Å) are listed after each position.
CARTESIAN COORDINATES (ANGSTROEM)
1 C -6.41 -5.16 -2.02  C25 1.377, C39 1.396, N271 1.456
2 O 9.67 -1.67 1.16  N267 1.278
3 P 0.53 -0.30 -1.49  N72 1.700, O88 1.481, N202 1.741, N278 1.705
4 N 5.37 1.23 3.13  C136 1.512, P172 1.718, C191 1.450
5 H 2.31 3.64 -3.92  C40 1.090
6 O -2.84 3.08 0.36  P117 1.483
7 C 2.84 -3.46 -5.12  H33 1.080, C154 1.381, C168 1.420
8 H -4.75 5.55 3.95  C103 1.090
9 H 7.01 3.45 3.20  C208 1.090
10 H 2.60 -2.18 0.72  C34 1.090
11 C -1.13 -8.14 3.17  H63 1.090, H159 1.090, N182 1.474, H286 1.090
12 H -4.76 1.75 5.71  C174 1.090
13 H 0.53 2.59 3.77  C283 1.090
14 C -0.04 1.31 0.63  H214 1.090, H215 1.090, H268 1.090, N278 1.471
15 C -1.87 -1.62 -5.07  C71 1.388, C98 1.382, H259 1.080
16 H -5.09 5.03 6.71  C207 1.090
17 H -9.02 -0.19 -6.18  C47 1.080
18 H 3.21 4.92 2.35  C144 1.090
19 C 6.20 -3.96 1.60  C22 1.366, C212 1.362, H266 1.080
20 N 3.48 -4.47 -7.32  O28 1.239, O61 1.203, C168 1.468
21 N -0.43 -1.99 4.02  C97 1.522, O157 1.230, O195 1.223
22 C 5.41 -4.13 0.50  C19 1.366, H115 1.080, C164 1.380
23 C 7.41 0.62 -3.93  N131 1.496, C222 1.374, C277 1.396
24 C -10.07 0.65 -4.55  C47 1.337, C108 1.405, H112 1.080
25 C -7.26 -5.58 -3.02  C1 1.377, H106 1.080, C218 1.357
26 H 0.16 -7.21 5.10  C279 1.090
27 H 7.60 1.45 2.02  C236 1.090
28 O 4.37 -5.22 -7.75  N20 1.239
29 N -6.94 -1.16 -2.26  C64 1.473, O67 1.267, O175 1.256
30 O -4.23 -4.71 -1.39  N271 1.252
31 H 3.31 0.54 -1.19  C285 1.090
32 H -4.04 -1.70 -5.03  C71 1.080
33 H 2.59 -2.51 -5.58  C7 1.080
34 C 1.97 -1.29 0.73  H10 1.090, N72 1.470, H125 1.090, H260 1.090
35 H 3.10 -9.41 1.59  C203 1.090
36 O -8.88 -2.58 4.44  N162 1.250
37 H 0.30 -5.70 -1.54  C188 1.090
38 H 3.95 -6.54 -5.85  C219 1.080
39 C -6.98 -4.39 -1.01  C1 1.396, H104 1.080, C141 1.388
40 C 2.21 4.70 -3.70  H5 1.090, H81 1.090, H89 1.090, N244 1.478
41 H 0.98 -5.97 4.14  C279 1.090
42 H 0.33 8.89 -1.33  C107 1.090
43 N 1.59 7.16 -1.55  C107 1.457, P243 1.686, C269 1.508
44 C -6.54 -2.53 4.53  C140 1.393, N162 1.498, C216 1.428
45 H 6.05 7.33 -2.38  C153 1.090
46 H -0.15 -9.54 -0.09  C109 1.090
47 C -9.07 -0.03 -5.11  H17 1.080, C24 1.337, C232 1.377
48 H -2.92 2.03 8.20  C54 1.090
49 O 3.36 7.84 -3.48  P243 1.483
50 H 3.95 -1.09 -0.87  C285 1.090
51 H -5.58 2.98 1.75  C262 1.090
52 H -4.27 6.13 -2.64  C187 1.090
53 H -1.83 -5.36 1.68  C75 1.090
54 C -2.55 1.46 7.35  H48 1.090, N126 1.483, H263 1.090, H265 1.090
55 C -2.22 -0.37 -1.09  H60 1.090, H66 1.090, N202 1.469, H237 1.090
56 H 0.43 -7.51 -1.33  C188 1.090
57 H -0.98 -6.73 -1.75  C188 1.090
58 H 9.32 -0.05 -4.54  C277 1.080
59 H -3.14 -2.38 5.18  C167 1.080
60 H -2.99 -0.76 -0.42  C55 1.090
61 O 3.00 -3.55 -7.93  N20 1.203
62 H -1.90 5.19 3.33  C275 1.090
63 H -1.61 -7.87 4.11  C11 1.090
64 C -8.05 -0.58 -3.02  N29 1.473, C185 1.461, C232 1.385
65 H 0.67 3.40 -1.18  C205 1.090
66 H -2.58 -0.32 -2.11  C55 1.090
67 O -6.16 -2.04 -2.74  N29 1.267
68 C 6.68 -2.01 -4.24  C152 1.368, C200 1.412, H217 1.080
69 H 5.69 1.03 5.34  C136 1.090
70 N -3.83 5.57 0.23  P117 1.709, C145 1.442, C261 1.435
71 C -3.15 -1.37 -5.54  C15 1.388, H32 1.080, C90 1.415
72 N 1.90 -0.93 -0.70  P3 1.700, C34 1.470, C285 1.457
73 H -5.09 1.33 -0.54  C74 1.090
74 C -5.73 2.11 -0.95  H73 1.090, H86 1.090, H178 1.090, N264 1.488
75 C -1.36 -5.30 0.70  H53 1.090, H221 1.090, H242 1.090, N274 1.515
76 H -3.13 -2.14 2.70  C230 1.080
77 H -2.31 -0.02 -8.60  C155 1.080
78 H 7.87 -3.00 2.49  C212 1.080
79 C 3.20 -5.98 -3.89  H186 1.080, C193 1.425, C219 1.395
80 H -7.21 3.29 0.95  C262 1.090
81 H 1.38 4.75 -2.99  C40 1.090
82 P 0.74 -6.85 1.47  N182 1.725, O254 1.486, N257 1.707, N274 1.692
83 N -3.47 4.81 5.45  C103 1.457, P113 1.737, C207 1.468
84 C 1.70 -3.36 3.52  C97 1.414, H100 1.080, C220 1.392
85 H -5.10 3.97 4.39  C103 1.090
86 H -6.78 1.81 -0.97  C74 1.090
87 H 2.19 2.46 -0.80  C205 1.090
88 O 0.76 -0.20 -2.95  P3 1.481
89 H 2.04 5.34 -4.56  C40 1.090
90 C -3.34 -0.80 -6.82  C71 1.415, N151 1.492, C155 1.417
91 H -3.69 4.37 3.33  C103 1.090
92 C -5.21 -2.35 2.48  C140 1.402, C230 1.407, H240 1.080
93 H -2.81 6.31 1.89  C145 1.090
94 H 4.21 7.51 0.79  C120 1.090
95 H 1.04 -10.46 0.63  C109 1.090
96 H -10.22 -4.37 -1.99  C281 1.080
97 C 1.04 -2.34 4.24  N21 1.522, C84 1.414, C245 1.411
98 C -0.79 -1.19 -5.82  C15 1.382, H135 1.080, C276 1.386
99 O 8.88 2.41 -4.25  N131 1.262
100 H 1.02 -3.76 2.78  C84 1.080
101 H -3.66 0.59 4.98  C174 1.090
102 H 7.85 2.95 1.06  C236 1.090
103 C -4.25 4.63 4.23  H8 1.090, N83 1.457, H85 1.090, H91 1.090
104 H -6.32 -4.10 -0.20  C39 1.080
105 H -5.33 -2.75 6.31  C216 1.080
106 H -6.82 -6.29 -3.71  C25 1.080
107 C 1.26 8.46 -0.96  H42 1.090, N43 1.457, H179 1.090, H224 1.090
108 C -10.14 0.66 -3.15  C24 1.405, H124 1.080, C185 1.391
109 C 0.41 -9.59 0.84  H46 1.090, H95 1.090, H206 1.090, N257 1.454
110 H 4.64 -1.24 -3.81  C200 1.080
111 H -9.24 0.15 -1.27  C185 1.080
112 H -10.89 1.06 -5.13  C24 1.080
113 P -2.14 3.77 5.87  N83 1.737, N126 1.696, O211 1.459, N229 1.677
114 H 4.82 2.50 4.89  C136 1.090
115 H 4.55 -4.79 0.50  C22 1.080
116 H 1.00 6.29 0.40  C269 1.090
117 P -3.76 3.97 -0.38  O6 1.483, N70 1.709, N129 1.729, N264 1.768
118 O -5.73 -0.94 -6.86  N151 1.270
119 H -2.64 7.32 0.46  C145 1.090
120 C 4.30 6.63 0.16  H94 1.090, N194 1.436, H258 1.090, H273 1.090
121 H 3.36 -7.75 0.99  C203 1.090
122 H 1.77 5.19 -0.74  C269 1.090
123 H 4.64 -3.48 5.01  C160 1.080
124 H -10.88 1.28 -2.65  C108 1.080
125 H 2.36 -0.46 1.33  C34 1.090
126 N -2.83 2.24 6.12  C54 1.483, P113 1.696, C174 1.494
127 H -5.83 6.07 -0.24  C261 1.090
128 H 4.61 2.33 -0.79  C138 1.090
129 N -3.59 4.26 -2.07  P117 1.729, C187 1.433, C241 1.422
130 H -7.24 -1.16 -4.87  C232 1.080
131 N 7.75 2.07 -3.81  C23 1.496, O99 1.262, O173 1.238
132 H 1.48 -0.75 5.60  C245 1.080
133 H 5.79 3.59 -0.60  C138 1.090
134 H -7.37 -2.32 2.60  C140 1.080
135 H 0.20 -1.36 -5.42  C98 1.080
136 C 5.54 1.76 4.54  N4 1.512, H69 1.090, H114 1.090, H156 1.090
137 H 3.81 -1.57 6.11  C197 1.080
138 C 5.66 2.51 -0.56  H128 1.090, H133 1.090, N142 1.462, H209 1.090
139 C 6.78 -2.54 -0.77  C158 1.388, C164 1.400, H282 1.080
140 C -6.44 -2.34 3.15  C44 1.393, C92 1.402, H134 1.080
141 C -8.36 -4.23 -1.00  C39 1.388, H166 1.080, C281 1.342
142 N 5.97 2.07 0.80  C138 1.462, P172 1.656, C236 1.447
143 H 8.00 1.49 0.33  C236 1.090
144 C 4.01 4.73 3.05  H18 1.090, H148 1.090, N163 1.479, H180 1.090
145 C -2.72 6.29 0.80  N70 1.442, H93 1.090, H119 1.090, H223 1.090
146 H 6.34 7.94 -0.81  C153 1.090
147 H 2.14 -2.74 -3.29  C154 1.080
148 H 4.35 5.74 3.28  C144 1.090
149 H 5.28 -0.55 2.13  C191 1.090
150 H 2.49 -4.92 -2.08  C193 1.080
151 N -4.68 -0.41 -7.35  C90 1.492, O118 1.270, O280 1.251
152 C 8.02 -1.73 -4.22  C68 1.368, H176 1.080, C277 1.382
153 C 5.57 7.88 -1.58  H45 1.090, H146 1.090, N194 1.463, H204 1.090
154 C 2.53 -3.62 -3.78  C7 1.381, H147 1.080, C193 1.428
155 C -2.22 -0.46 -7.62  H77 1.080, C90 1.417, C276 1.366
156 H 6.52 2.24 4.52  C136 1.090
157 O -0.88 -1.04 4.66  N21 1.230
158 C 7.57 -2.45 0.37  C139 1.388, C212 1.430, N267 1.495
159 H -1.92 -7.93 2.45  C11 1.090
160 C 3.62 -3.18 4.86  H123 1.080, C197 1.340, C220 1.380
161 O 8.99 -0.95 -0.80  N267 1.238
162 N -7.88 -2.69 5.18  O36 1.250, C44 1.498, O255 1.204
163 N 5.07 3.86 2.48  C144 1.479, P172 1.721, C208 1.511
164 C 5.67 -3.39 -0.63  C22 1.380, C139 1.400, H171 1.080
165 H -2.06 3.95 -3.53  C241 1.090
166 H -8.80 -3.66 -0.19  C141 1.080
167 C -4.07 -2.34 4.65  H59 1.080, C216 1.384, C230 1.400
168 C 3.29 -4.58 -5.87  C7 1.420, N20 1.468, C219 1.370
169 H 4.68 5.00 -4.31  C201 1.090
170 H 1.66 -7.68 4.18  C279 1.090
171 H 5.05 -3.45 -1.52  C164 1.080
172 P 4.76 2.27 1.91  N4 1.718, N142 1.656, N163 1.721, O225 1.484
173 O 6.96 2.89 -3.32  N131 1.238
174 C -3.82 1.65 5.17  H12 1.090, H101 1.090, N126 1.494, H247 1.090
175 O -6.82 -0.81 -1.06  N29 1.256
176 H 8.74 -2.48 -4.49  C152 1.080
177 H 0.14 5.59 -0.91  C269 1.090
178 H -5.44 2.25 -1.99  C74 1.090
179 H 2.03 9.16 -1.28  C107 1.090
180 H 3.63 4.29 3.97  C144 1.090
181 H -0.23 5.27 3.88  C275 1.090
182 N 0.04 -7.27 3.00  C11 1.474, P82 1.725, C279 1.444
183 H -6.08 4.57 1.33  C262 1.090
184 H -3.53 5.42 7.47  C207 1.090
185 C -9.18 0.05 -2.35  C64 1.461, C108 1.391, H111 1.080
186 H 3.32 -6.96 -3.46  C79 1.080
187 C -4.56 5.09 -2.74  H52 1.090, N129 1.433, H213 1.090, H231 1.090
188 C -0.12 -6.60 -1.09  H37 1.090, H56 1.090, H57 1.090, N274 1.506
189 O -4.68 -6.41 -2.74  N271 1.210
190 H 4.48 3.71 -3.12  C201 1.090
191 C 5.01 -0.18 3.12  N4 1.450, H149 1.090, H226 1.090, H253 1.090
192 H 3.20 -0.79 -2.39  C285 1.090
193 C 2.73 -4.87 -3.13  C79 1.425, H150 1.080, C154 1.428
194 N 4.36 7.14 -1.18  C120 1.436, C153 1.463, P243 1.750
195 O -1.03 -2.77 3.31  N21 1.223
196 H 2.99 -9.06 -0.11  C203 1.090
197 C 3.14 -2.07 5.43  H137 1.080, C160 1.340, C245 1.374
198 H 5.31 1.01 -3.49  C222 1.080
199 H -3.26 2.72 -3.47  C241 1.090
200 C 5.69 -1.05 -3.93  C68 1.412, H110 1.080, C222 1.416
201 C 4.51 4.79 -3.26  H169 1.090, H190 1.090, H233 1.090, N244 1.427
202 N -0.95 -1.10 -1.02  P3 1.741, C55 1.469, C235 1.474
203 C 2.76 -8.66 0.88  H35 1.090, H121 1.090, H196 1.090, N257 1.537
204 H 5.37 8.87 -1.98  C153 1.090
205 C 1.20 2.45 -1.27  H65 1.090, H87 1.090, H227 1.090, N278 1.536
206 H -0.38 -9.80 1.56  C109 1.090
207 C -4.13 5.52 6.56  H16 1.090, N83 1.468, H184 1.090, H252 1.090
208 C 6.42 4.34 2.96  H9 1.090, N163 1.511, H256 1.090, H272 1.090
209 H 6.35 2.01 -1.25  C138 1.090
210 H -0.86 4.14 2.59  C275 1.090
211 O -1.35 4.32 6.97  P113 1.459
212 C 7.29 -3.14 1.59  C19 1.362, H78 1.080, C158 1.430
213 H -5.55 4.97 -2.31  C187 1.090
214 H 0.82 1.41 1.29  C14 1.090
215 H -0.65 2.19 0.84  C14 1.090
216 C -5.31 -2.50 5.26  C44 1.428, H105 1.080, C167 1.384
217 H 6.34 -3.03 -4.38  C68 1.080
218 C -8.60 -5.36 -3.04  C25 1.357, H249 1.080, C281 1.409
219 C 3.56 -5.75 -5.22  H38 1.080, C79 1.395, C168 1.370
220 C 2.94 -3.88 3.87  C84 1.392, C160 1.380, H239 1.080
221 H -0.78 -4.38 0.74  C75 1.090
222 C 6.08 0.31 -3.77  C23 1.374, H198 1.080, C200 1.416
223 H -1.82 5.75 0.52  C145 1.090
224 H 1.04 8.48 0.11  C107 1.090
225 O 3.36 2.08 1.44  P172 1.484
226 H 5.48 -0.80 3.88  C191 1.090
227 H 1.28 2.27 -2.34  C205 1.090
228 H -0.26 1.71 5.07  C283 1.090
229 N -1.30 3.51 4.45  P113 1.677, C275 1.411, C283 1.485
230 C -4.05 -2.18 3.26  H76 1.080, C92 1.407, C167 1.400
231 H -4.62 4.79 -3.79  C187 1.090
232 C -8.06 -0.64 -4.40  C47 1.377, C64 1.385, H130 1.080
233 H 5.38 5.02 -2.65  C201 1.090
234 H -4.49 7.11 -0.84  C261 1.090
235 C -1.09 -2.57 -1.04  N202 1.474, H250 1.090, H251 1.090, H284 1.090
236 C 7.38 1.96 1.09  H27 1.090, H102 1.090, N142 1.447, H143 1.090
237 H -2.14 0.69 -0.84  C55 1.090
238 H -2.10 2.91 -2.11  C241 1.090
239 H 3.31 -4.77 3.39  C220 1.080
240 H -5.10 -2.35 1.41  C92 1.080
241 C -2.73 3.43 -2.84  N129 1.422, H165 1.090, H199 1.090, H238 1.090
242 H -2.09 -5.16 -0.09  C75 1.090
243 P 3.06 6.95 -2.33  N43 1.686, O49 1.483, N194 1.750, N244 1.704
244 N 3.25 5.34 -2.87  C40 1.478, C201 1.427, P243 1.704
245 C 1.85 -1.67 5.18  C97 1.411, H132 1.080, C197 1.374
246 H -5.11 7.23 0.80  C261 1.090
247 H -3.88 2.23 4.25  C174 1.090
248 H -0.05 -0.30 -7.52  C276 1.080
249 H -9.17 -5.90 -3.78  C218 1.080
250 H -1.56 -2.93 -1.95  C235 1.090
251 H -1.65 -2.84 -0.14  C235 1.090
252 H -4.11 6.58 6.32  C207 1.090
253 H 3.93 -0.28 3.13  C191 1.090
254 O 1.86 -5.88 1.50  P82 1.486
255 O -7.85 -2.86 6.37  N162 1.204
256 H 6.39 5.00 3.83  C208 1.090
257 N 1.25 -8.41 1.01  P82 1.707, C109 1.454, C203 1.537
258 H 5.21 6.11 0.48  C120 1.090
259 H -1.64 -2.09 -4.13  C15 1.080
260 H 0.96 -1.55 1.02  C34 1.090
261 C -4.87 6.53 0.00  N70 1.435, H127 1.090, H234 1.090, H246 1.090
262 C -6.15 3.53 1.00  H51 1.090, H80 1.090, H183 1.090, N264 1.453
263 H -3.01 0.47 7.33  C54 1.090
264 N -5.42 3.38 -0.24  C74 1.488, P117 1.768, C262 1.453
265 H -1.50 1.19 7.41  C54 1.090
266 H 6.04 -4.44 2.56  C19 1.080
267 N 8.82 -1.65 0.20  O2 1.278, C158 1.495, O161 1.238
268 H -0.70 0.48 0.86  C14 1.090
269 C 1.10 6.04 -0.66  N43 1.508, H116 1.090, H122 1.090, H177 1.090
270 H -0.95 1.64 3.52  C283 1.090
271 N -4.98 -5.45 -2.07  C1 1.456, O30 1.252, O189 1.210
272 H 6.86 4.82 2.08  C208 1.090
273 H 3.47 5.95 0.34  C120 1.090
274 N -0.50 -6.50 0.36  C75 1.515, P82 1.692, C188 1.506
275 C -1.02 4.58 3.57  H62 1.090, H181 1.090, H210 1.090, N229 1.411
276 C -0.98 -0.61 -7.07  C98 1.386, C155 1.366, H248 1.080
277 C 8.34 -0.38 -4.24  C23 1.396, H58 1.080, C152 1.382
278 N 0.38 1.24 -0.78  P3 1.705, C14 1.471, C205 1.536
279 C 0.78 -7.04 4.22  H26 1.090, H41 1.090, H170 1.090, N182 1.444
280 O -4.72 0.30 -8.38  N151 1.251
281 C -9.17 -4.63 -1.98  H96 1.080, C141 1.342, C218 1.409
282 H 7.06 -2.03 -1.67  C139 1.080
283 C -0.44 2.33 4.19  H13 1.090, H228 1.090, N229 1.485, H270 1.090
284 H -0.15 -3.13 -0.98  C235 1.090
285 C 3.14 -0.53 -1.34  H31 1.090, H50 1.090, N72 1.457, H192 1.090
286 H -0.84 -9.19 3.20  C11 1.090

molar mass: 2060.11 g mol⁻¹
largest force on an atom: 0.069 hartree/bohr
energy relative to the best compared isomer or geometry (same formula, charge and spin): 0.0 kJ/mol
total energy: -8415.93319 Eh
Kohn-Sham gap: 6.84 eV
multiplicity: 1